This record from OMol25 describes C4H12NO as an isolated structure in a non-equilibrium geometry. The level of theory is ωB97M-V with the def2-TZVPD basis set.

As for the LUMO energy: -5.6 eV. The value obtained for the HOMO energy is -13.5 eV. For the relative energy (zero: lowest compared OMol25 entry of this formula, charge and spin), the calculation gives 4.476 eV. Its charge is +1.

Each line ends with the Mulliken charge.
Positions of all 18 atoms, in Å:
C: -0.222 -0.545 -0.993  -0.785
C: 0.383 1.702 0.000  -1.465
C: 0.878 -1.470 0.968  -0.448
C: -0.723 0.794 -0.549  0.437
N: -1.906 0.680 0.356  -0.599
O: 2.079 -1.405 0.522  -0.391
H: 0.196 -1.087 0.061  0.343
H: -0.821 -1.416 -1.452  0.440
H: 0.598 -0.378 -1.737  0.358
H: 1.309 1.389 -0.331  0.409
H: 0.437 1.720 1.056  0.459
H: 0.197 2.741 -0.232  0.386
H: 0.483 -2.532 1.090  0.362
H: 0.561 -0.832 1.741  0.330
H: -1.111 1.148 -1.454  0.340
H: -2.613 0.208 -0.056  0.197
H: -2.174 1.563 0.819  0.228
H: 2.447 -2.280 0.190  0.401

Forces on atoms 1 to 3 (eV/Å):
C 0.00 -0.86 -1.45
C -2.09 0.41 -0.11
C -0.81 -3.93 0.45

=====

This record from OMol25 describes C13H35BN9O23S2 as an isolated structure in a non-equilibrium geometry. The level of theory is ωB97M-V with the def2-TZVPD basis set.

As for the LUMO energy: 1.2 eV. The value obtained for the HOMO energy is -6.6 eV. Its charge is -1.

Each line ends with the Mulliken charge.
Positions of all 83 atoms, in Å:
C: 4.851 -2.027 3.454  -1.526
C: 3.782 -1.861 2.412  0.402
O: 4.220 -0.916 1.428  -0.427
B: 3.188 -0.336 0.738  0.523
O: 2.749 -0.784 -0.447  -0.428
S: 2.263 1.162 1.424  0.735
O: 2.964 2.269 0.786  -0.624
O: 2.341 1.143 2.875  -0.626
N: 0.804 1.100 0.839  -0.337
S: -0.452 0.866 1.752  1.138
O: -1.584 0.632 0.891  -0.715
O: -0.600 1.935 2.713  -0.723
C: -0.300 -0.575 2.781  -1.355
C: -0.005 -1.907 2.076  0.709
C: -1.113 -2.559 1.346  -1.083
O: 0.124 -1.914 0.713  -0.211
H: 4.461 -2.644 4.262  0.410
H: 5.082 -1.056 3.874  0.314
H: 5.741 -2.507 3.064  0.329
H: 3.500 -2.798 1.933  0.330
H: 2.894 -1.461 2.906  -0.067
H: 3.210 -1.590 -0.702  0.286
H: 0.478 -0.402 3.515  0.520
H: -1.266 -0.695 3.256  0.579
H: 0.653 -2.572 2.618  0.348
H: -0.943 -3.585 1.071  0.353
H: -1.858 -1.971 0.838  0.184
C: -2.789 3.865 3.833  -0.499
N: -4.160 3.492 4.271  0.922
O: -4.617 4.036 5.259  -0.571
O: -4.754 2.659 3.618  -0.544
H: -2.411 4.620 4.510  0.325
H: -2.156 2.980 3.843  0.177
H: -2.869 4.249 2.821  0.249
C: -1.991 -0.249 -2.314  -0.421
N: -2.638 -0.808 -3.534  0.924
O: -2.594 -2.013 -3.716  -0.586
O: -3.180 -0.033 -4.288  -0.578
H: -1.553 -1.059 -1.748  0.046
H: -1.234 0.458 -2.637  0.257
H: -2.757 0.260 -1.743  0.299
C: 5.277 -0.758 -3.334  -0.712
N: 5.581 -1.937 -2.475  0.924
O: 6.047 -2.926 -2.995  -0.545
O: 5.331 -1.811 -1.294  -0.541
H: 5.543 -1.003 -4.354  0.310
H: 4.215 -0.551 -3.231  0.262
H: 5.860 0.075 -2.954  0.280
C: -2.220 -5.150 -2.771  -0.611
N: -1.852 -5.001 -1.335  0.951
O: -0.710 -5.258 -1.011  -0.532
O: -2.714 -4.642 -0.557  -0.555
H: -1.346 -5.484 -3.308  0.274
H: -3.025 -5.874 -2.832  0.275
H: -2.545 -4.173 -3.115  0.244
C: -2.007 -8.493 -6.346  -0.732
N: -1.683 -7.416 -5.368  0.856
O: -2.294 -6.373 -5.455  -0.501
O: -0.823 -7.665 -4.552  -0.497
H: -2.785 -8.128 -7.005  0.321
H: -1.095 -8.718 -6.888  0.279
H: -2.337 -9.356 -5.778  0.278
C: 2.887 4.967 -0.632  -0.447
N: 2.960 5.762 -1.888  0.943
O: 4.016 6.300 -2.167  -0.587
O: 1.958 5.827 -2.567  -0.556
H: 3.856 5.004 -0.151  0.263
H: 2.111 5.413 -0.014  0.172
H: 2.621 3.947 -0.886  0.258
C: 2.132 4.617 2.864  -0.418
N: 0.878 5.382 2.616  1.103
O: 0.155 5.613 3.563  -0.615
O: 0.648 5.701 1.470  -0.645
H: 2.189 4.396 3.922  0.320
H: 2.074 3.702 2.275  -0.165
H: 2.959 5.240 2.537  0.313
C: -6.926 4.420 1.407  -0.662
N: -6.547 4.541 -0.029  0.884
O: -6.021 3.594 -0.563  -0.504
O: -6.804 5.600 -0.568  -0.547
H: -6.644 3.436 1.763  0.281
H: -6.399 5.198 1.949  0.258
H: -7.999 4.573 1.464  0.285

Forces on atoms 1 to 3 (eV/Å):
C -0.19 -0.24 0.16
C -0.07 0.47 0.26
O -0.18 -0.17 0.00

=====

This record from OMol25 describes C27H55Br18F3GaN2O as an isolated structure in a non-equilibrium geometry. The level of theory is ωB97M-V with the def2-TZVPD basis set.

As for the LUMO energy: 1.6 eV. The value obtained for the HOMO energy is -5.0 eV. For the relative energy (zero: lowest compared OMol25 entry of this formula, charge and spin), the calculation gives 5.826 eV. Its charge is -1.

Each line ends with the Mulliken charge.
Positions of all 107 atoms, in Å:
N: -6.055 1.089 2.377  -0.601
C: -4.716 1.371 2.257  -0.087
C: -3.504 0.221 2.283  -0.314
Ga: -1.684 1.221 1.920  -0.225
C: -0.262 0.890 3.386  -0.026
C: 0.262 -0.658 3.512  -0.715
C: 0.685 -1.366 2.091  -0.018
C: 1.932 -0.617 1.318  0.902
N: 2.845 -1.666 0.650  -0.434
C: -1.035 0.899 -0.017  -0.310
C: -0.071 2.132 -0.559  -0.107
O: 0.496 2.790 0.641  -0.068
C: -0.868 3.150 -1.575  0.295
F: -0.713 2.589 -2.948  -0.278
F: -2.283 3.388 -1.189  -0.212
F: -0.128 4.446 -1.568  -0.260
H: -6.152 0.055 2.484  0.118
H: -4.342 2.483 2.116  0.125
H: -3.520 -0.328 3.320  0.362
H: -3.774 -0.513 1.381  0.071
H: -2.059 2.805 2.010  -0.325
H: -0.790 1.148 4.425  0.244
H: 0.613 1.688 3.289  -0.060
H: 1.258 -0.619 4.167  0.253
H: -0.463 -1.381 4.089  0.180
H: -0.264 -1.546 1.428  -0.060
H: 1.090 -2.452 2.376  0.185
H: 1.609 0.109 0.459  -0.446
H: 2.573 0.032 2.076  -0.355
H: 2.194 -2.119 -0.057  0.241
H: 3.620 -1.180 0.143  0.135
H: -1.974 0.886 -0.720  0.476
H: -0.459 -0.105 -0.195  0.182
H: 0.829 1.646 -1.133  0.164
H: -0.035 3.603 0.893  -0.067
Br: 4.824 1.457 -0.223  -0.131
C: 4.463 2.458 1.413  -0.184
C: 5.617 2.353 2.383  -0.538
Br: 5.623 0.624 3.287  -0.154
H: 3.520 2.080 1.817  -0.089
H: 4.326 3.493 1.088  0.363
H: 5.516 3.091 3.183  0.360
H: 6.595 2.469 1.909  0.382
Br: 5.300 -2.698 -1.979  -0.085
C: 5.513 -4.117 -0.658  -0.650
C: 6.522 -3.733 0.399  -0.479
Br: 8.346 -3.906 -0.271  -0.168
H: 5.780 -5.025 -1.205  0.420
H: 4.520 -4.244 -0.215  0.311
H: 6.467 -4.417 1.251  0.366
H: 6.408 -2.706 0.756  0.284
Br: -0.770 5.375 0.866  -0.016
C: -1.131 6.375 2.501  -0.608
C: 0.023 6.271 3.472  -0.608
Br: 0.029 4.542 4.376  -0.117
H: -2.074 5.998 2.905  0.376
H: -1.268 7.411 2.176  0.337
H: -0.078 7.009 4.272  0.354
H: 1.001 6.387 2.998  0.342
Br: -7.893 -1.572 7.308  -0.160
C: -8.509 -0.601 5.733  -0.555
C: -8.655 -1.523 4.545  -0.543
Br: -6.919 -1.949 3.764  -0.124
H: -7.801 0.216 5.564  0.353
H: -9.478 -0.183 6.018  0.327
H: -9.214 -1.033 3.743  0.301
H: -9.137 -2.473 4.789  0.371
Br: 5.613 -2.022 -5.804  -0.172
C: 3.907 -2.725 -6.438  -0.441
C: 2.810 -1.694 -6.311  -0.707
Br: 2.205 -1.532 -4.463  -0.068
H: 3.710 -3.641 -5.875  0.366
H: 4.078 -2.978 -7.488  0.367
H: 1.924 -2.001 -6.873  0.362
H: 3.113 -0.695 -6.636  0.292
Br: 4.826 0.311 -8.888  -0.143
C: 6.379 0.931 -7.883  -0.575
C: 7.222 1.875 -8.708  -0.575
Br: 8.294 0.904 -10.017  -0.149
H: 6.921 0.041 -7.551  0.335
H: 5.966 1.445 -7.011  0.367
H: 7.948 2.395 -8.077  0.371
H: 6.634 2.613 -9.261  0.360
Br: -0.437 -4.573 4.032  -0.138
C: -1.649 -5.495 2.813  -0.555
C: -1.788 -4.743 1.509  -0.625
Br: -2.958 -3.195 1.709  -0.044
H: -2.596 -5.626 3.342  0.360
H: -1.193 -6.475 2.646  0.341
H: -2.272 -5.368 0.753  0.368
H: -0.837 -4.376 1.115  0.328
Br: 1.120 -5.782 -4.438  -0.105
C: 0.505 -4.810 -6.014  -0.076
C: 0.358 -5.733 -7.202  -0.516
Br: 2.094 -6.159 -7.982  -0.157
H: 1.212 -3.994 -6.182  -0.284
H: -0.465 -4.392 -5.728  0.401
H: -0.201 -5.243 -8.004  0.349
H: -0.124 -6.683 -6.957  0.383
Br: -6.360 4.811 5.029  -0.128
C: -7.353 4.817 3.350  -0.517
C: -8.843 4.853 3.597  -0.564
Br: -9.512 3.102 4.136  -0.124
H: -7.028 3.940 2.783  0.277
H: -7.026 5.722 2.830  0.328
H: -9.381 5.090 2.674  0.336
H: -9.138 5.562 4.375  0.370

Forces on atoms 1 to 3 (eV/Å):
N 4.98 0.96 -0.53
C -2.27 -1.74 0.47
C -1.77 0.45 -0.53

=====

This record from OMol25 describes C19H27BF4N4NaO as an isolated structure. The level of theory is ωB97M-V with the def2-TZVPD basis set.

As for the LUMO energy: 2.3 eV. The value obtained for the HOMO energy is -3.6 eV. For the relative energy (zero: lowest compared OMol25 entry of this formula, charge and spin), the calculation gives 0.650 eV. Its charge is -1.

Each line ends with the Mulliken charge.
Positions of all 57 atoms, in Å:
Na: -0.642 -0.439 -1.147  1.056
C: -0.121 2.367 -1.738  -0.932
N: -1.067 1.981 -0.688  0.695
C: -2.342 2.656 -0.839  -1.231
C: -0.535 2.047 0.655  0.305
C: 0.101 3.195 1.090  -0.126
C: 0.713 3.271 2.341  -1.073
C: 0.662 2.138 3.154  -0.764
C: 0.017 0.979 2.748  -0.554
C: -0.633 0.881 1.487  -0.090
N: -1.211 -0.224 0.961  -0.094
C: -1.600 -1.316 1.687  -0.359
C: -2.045 -1.314 3.029  -0.742
C: -2.497 -2.464 3.660  -0.601
C: -2.534 -3.683 2.995  -0.946
C: -2.119 -3.712 1.667  -0.192
C: -1.673 -2.575 1.015  0.164
N: -1.274 -2.659 -0.378  0.988
C: -2.256 -3.297 -1.246  -1.168
C: 0.047 -3.269 -0.551  -1.134
H: 0.046 3.454 -1.794  0.400
H: -0.475 2.030 -2.716  0.336
H: 0.845 1.893 -1.556  0.159
H: -2.245 3.748 -0.736  0.320
H: -3.039 2.296 -0.082  0.304
H: -2.761 2.444 -1.825  0.339
H: 0.137 4.048 0.420  0.292
H: 1.205 4.178 2.668  0.386
H: 1.150 2.153 4.123  0.341
H: 0.045 0.107 3.386  0.553
H: -2.061 -0.374 3.565  0.540
H: -2.837 -2.401 4.688  0.366
H: -2.880 -4.583 3.488  0.373
H: -2.145 -4.647 1.117  0.293
H: -2.350 -4.380 -1.074  0.334
H: -1.959 -3.146 -2.286  0.211
H: -3.236 -2.843 -1.093  0.380
H: 0.058 -4.319 -0.222  0.386
H: 0.790 -2.713 0.019  0.253
H: 0.321 -3.235 -1.608  0.344
C: 3.950 2.401 -0.151  -0.872
N: 3.492 1.052 -0.399  0.140
C: 4.110 0.282 -1.458  -0.934
C: 2.342 0.629 0.174  0.527
O: 1.802 -0.442 -0.061  -0.552
H: 4.995 2.403 0.171  0.321
H: 3.341 2.845 0.635  0.257
H: 3.866 3.024 -1.046  0.307
H: 5.196 0.346 -1.366  0.327
H: 3.817 0.654 -2.444  0.317
H: 3.793 -0.753 -1.372  0.260
H: 1.918 1.351 0.880  -0.040
F: -0.367 -0.894 -3.098  -0.322
B: -0.038 -0.410 -4.425  0.355
F: 1.166 0.309 -4.314  -0.411
F: -1.076 0.440 -4.836  -0.410
F: 0.096 -1.509 -5.274  -0.384

Forces on atoms 1 to 3 (eV/Å):
Na 0.13 0.09 0.25
C -0.07 0.12 0.13
N 0.28 -0.12 -0.19

=====

This record from OMol25 describes C51H51N2O6P2Pd as an isolated structure in a non-equilibrium geometry. The level of theory is ωB97M-V with the def2-TZVPD basis set.

As for the LUMO energy: -4.4 eV. The value obtained for the HOMO energy is -10.1 eV. For the relative energy (zero: lowest compared OMol25 entry of this formula, charge and spin), the calculation gives 0.644 eV. Its charge is +1.

Each line ends with the Mulliken charge.
Positions of all 113 atoms, in Å:
C: 5.065 -1.870 -1.735  -0.518
C: 6.566 -1.886 -1.738  -0.744
N: 7.098 -0.473 -1.747  -0.252
C: 6.584 0.260 -2.967  -0.715
C: 5.085 0.271 -2.963  -0.542
N: 4.546 -0.444 -1.739  -0.061
C: 5.095 0.257 -0.525  -0.427
C: 6.593 0.246 -0.523  -0.975
H: 4.648 -2.369 -2.616  0.458
H: 4.651 -2.350 -0.840  0.348
H: 6.977 -2.371 -0.843  0.322
H: 6.973 -2.392 -2.620  0.295
H: 7.006 1.271 -2.921  0.294
H: 6.992 -0.251 -3.844  0.315
H: 4.677 1.288 -2.923  0.373
H: 4.667 -0.236 -3.838  0.418
H: 4.682 1.273 -0.550  0.436
H: 4.670 -0.257 0.346  0.375
H: 6.998 -0.280 0.345  0.346
H: 7.011 1.257 -0.555  0.299
C: -4.908 -0.698 2.656  -0.802
C: -4.451 0.445 3.313  -0.635
C: -3.777 1.446 2.605  -0.246
C: -3.600 1.279 1.245  -0.243
O: -2.832 2.296 0.551  -0.409
P: -1.272 2.386 1.055  0.711
O: -0.677 3.715 0.275  -0.234
C: -1.497 4.573 -0.444  0.455
C: -1.576 5.882 -0.007  -0.604
C: -2.543 6.701 -0.596  -0.471
C: -3.396 6.201 -1.579  -0.692
C: -3.269 4.877 -2.003  -0.686
C: -2.315 4.038 -1.424  -0.120
O: -1.384 2.822 2.656  -0.025
C: -0.558 3.831 3.211  0.753
C: -0.975 4.502 4.347  -0.757
C: -0.201 5.588 4.786  -0.507
C: 0.948 5.970 4.098  -0.720
C: 1.360 5.249 2.980  -1.175
C: 0.601 4.161 2.534  0.132
Pd: -0.321 0.715 0.008  -0.733
P: -1.281 -1.118 -0.699  1.438
O: -2.142 -2.192 0.238  -0.024
C: -2.977 -3.232 -0.253  0.305
C: -3.150 -4.386 0.483  -0.424
C: -3.931 -5.401 -0.083  -0.690
C: -4.526 -5.236 -1.331  -0.699
C: -4.344 -4.054 -2.038  -0.840
C: -3.571 -3.044 -1.483  0.408
O: -2.183 -0.769 -2.056  0.133
C: -1.723 -1.105 -3.363  0.593
C: -2.620 -1.656 -4.258  -0.626
C: -2.116 -2.128 -5.478  -0.756
C: -0.758 -2.024 -5.770  -0.709
C: 0.112 -1.440 -4.848  -0.679
C: -0.374 -0.972 -3.624  0.069
O: -0.086 -2.155 -1.255  -0.186
C: 0.077 -3.462 -0.797  0.095
C: -0.096 -4.452 -1.745  -0.396
C: -0.100 -5.775 -1.300  -0.664
C: 0.069 -6.073 0.048  -0.627
C: 0.227 -5.043 0.974  -0.833
C: 0.217 -3.711 0.558  0.372
C: 1.231 -0.083 1.324  0.066
C: 1.157 0.148 2.769  -0.056
C: 0.400 -0.747 3.547  0.100
C: 0.353 -0.595 4.929  -0.963
C: 1.047 0.451 5.546  -0.561
C: 1.738 1.383 4.768  -0.849
C: 1.807 1.230 3.384  -0.212
C: 1.791 0.826 0.395  -0.144
C: 1.712 0.499 -0.977  -1.125
C: -4.026 0.153 0.567  -0.102
C: -4.698 -0.844 1.288  -0.628
H: -5.416 -1.491 3.213  0.427
H: -4.622 0.561 4.382  0.433
H: -3.422 2.322 3.127  0.538
H: -0.920 6.248 0.778  0.450
H: -2.631 7.735 -0.268  0.397
H: -4.170 6.844 -2.013  0.370
H: -3.929 4.484 -2.776  0.412
H: -2.235 3.003 -1.738  0.464
H: -1.875 4.205 4.873  0.439
H: -0.511 6.136 5.673  0.421
H: 1.534 6.832 4.435  0.429
H: 2.275 5.515 2.449  0.470
H: 0.933 3.617 1.656  0.486
H: -2.680 -4.506 1.452  0.487
H: -4.076 -6.327 0.467  0.427
H: -5.146 -6.026 -1.763  0.393
H: -4.815 -3.889 -3.004  0.427
H: -3.492 -2.127 -2.027  0.406
H: -3.679 -1.723 -4.036  0.596
H: -2.803 -2.570 -6.196  0.413
H: -0.372 -2.390 -6.728  0.399
H: 1.172 -1.336 -5.079  0.496
H: 0.308 -0.505 -2.921  0.185
H: -0.241 -4.193 -2.791  0.473
H: -0.243 -6.572 -2.027  0.444
H: 0.070 -7.115 0.387  0.404
H: 0.346 -5.270 2.035  0.424
H: 0.312 -2.916 1.293  0.150
H: 0.968 -1.097 0.996  0.389
H: -0.170 -1.543 3.058  0.253
H: -0.240 -1.288 5.528  0.439
H: 1.033 0.548 6.630  0.412
H: 2.229 2.235 5.242  0.445
H: 2.362 1.952 2.784  0.481
H: 2.201 1.773 0.713  0.871
H: 1.537 -0.534 -1.276  0.328
H: 2.098 1.183 -1.730  0.421
H: -3.827 0.040 -0.496  0.657
H: -5.047 -1.731 0.765  0.616

Forces on atoms 1 to 3 (eV/Å):
C -1.59 1.03 0.01
C 1.53 1.19 0.00
N -0.57 0.09 -0.03

=====

| no. | E (eV) |
| --- | --- |
| 1 | -7869.815 |
| 2 | -96879.040 |
| 3 | -1355208.978 |
| 4 | -44122.106 |
| 5 | -91031.618 |